No. 1
Molecular formula: C3H5NO2
Method: DFT, ωB97M-V/def2-TZVPD

```
! RIJCOSX wB97M-V def2-TZVPD def2/J DEFGRID3
* xyz 0 1
N 1.2691 -0.9356 -1.0743
C 0.7684 -1.0432 0.0853
C -0.7094 -1.2977 0.2090
O -1.5400 -0.8143 -0.5202
C -0.6037 1.9847 0.0551
O 0.2263 1.6602 0.8700
H 2.2827 -0.8183 -1.0131
H -0.9971 -1.9947 1.0239
H 1.3321 -1.0228 1.0281
H -0.6217 1.5765 -0.9722
H -1.4067 2.7053 0.3083
*
```

Output
relative energy (zero: lowest compared OMol25 entry of this formula, charge and spin) = 265.5 kJ/mol
SMILES string = [H]/N=C/C=O.C=O
HOMO energy = -0.368 Eh
max |F| = 0.55 eV/Å


No. 2
Molecular formula: C3H5NO2
Method: DFT, ωB97M-V/def2-TZVPD

```
! RIJCOSX wB97M-V def2-TZVPD def2/J DEFGRID3
* xyz 0 1
C 0.4240 0.7637 -1.3519
C 0.0623 -0.2085 -0.3796
O 0.2016 -0.8439 -1.5169
N -0.2156 -0.3593 0.8403
C -0.5256 -1.6658 1.2451
O -0.7249 -1.9650 2.3907
H 0.1905 2.4459 0.6596
H -0.3326 1.3438 -1.8763
H 1.4605 1.0604 -1.4997
H 0.0380 1.8316 1.0684
H -0.5781 -2.4030 0.4203
*
```

Output
relative energy (zero: lowest compared OMol25 entry of this formula, charge and spin) = 376.1 kJ/mol
SMILES string = O=C/N=C1/CO1.[H][H]
HOMO energy = -0.372 Eh
max |F| = 1.30 eV/Å